Molecular formula: C30H47AsCl3IrPSi4
Method: DFT, wB97M-V/def2-TZVPD

## Properties
**Highest occupied orbital energy (alpha / beta)**: -13.66 / -14.12 eV
**Net charge**: +2
**Spin multiplicity**: 2

Geometry as XYZ:
```
87
C30H47AsCl3IrPSi4 wB97M-V/def2-TZVPD
Ir 0.13 -0.85 -0.62
C -0.02 2.63 0.54
C -1.09 3.14 -0.37
C -1.73 4.34 -0.08
C -2.65 4.90 -0.97
C -2.94 4.25 -2.16
C -2.34 3.04 -2.45
C -1.42 2.48 -1.56
P -0.56 0.96 -2.07
C -1.60 0.36 -3.41
C -2.88 -0.01 -2.96
C -3.84 -0.45 -3.84
C -3.53 -0.53 -5.19
C -2.26 -0.17 -5.64
C -1.27 0.26 -4.76
C 0.09 0.60 -5.33
C 1.08 1.58 -2.49
C 1.32 2.86 -2.98
C 2.62 3.35 -2.99
C 3.66 2.60 -2.45
C 3.41 1.33 -1.95
C 2.13 0.79 -2.01
C 1.88 -0.62 -1.64
H -0.09 3.09 1.52
H 0.96 2.88 0.12
H -0.07 1.55 0.66
H -1.50 4.85 0.85
H -3.12 5.84 -0.73
H -3.64 4.68 -2.85
H -2.59 2.54 -3.38
H -3.11 0.06 -1.90
H -4.83 -0.71 -3.49
H -4.27 -0.87 -5.90
H -2.03 -0.24 -6.69
H 0.19 0.18 -6.33
H 0.90 0.22 -4.71
H 0.22 1.68 -5.42
H 0.50 3.47 -3.33
H 2.81 4.33 -3.40
H 4.66 3.01 -2.42
H 4.22 0.73 -1.55
H 2.72 -1.13 -1.18
H 1.45 -1.21 -2.46
C -1.02 1.37 3.65
Si 0.65 0.56 3.54
C 2.00 1.69 2.95
C 1.16 -0.27 5.10
As 0.41 -1.16 1.82
Si -1.54 -2.42 2.62
C -1.71 -2.29 4.46
C -2.89 -1.48 1.75
C -1.24 -4.18 2.15
Si 2.46 -2.48 2.14
C 3.80 -1.19 1.96
C 2.55 -3.74 0.80
C 2.34 -3.26 3.82
H -0.92 2.31 4.21
H -1.74 0.75 4.18
H -1.44 1.60 2.67
H 1.87 2.69 3.39
H 2.02 1.81 1.87
H 2.97 1.32 3.27
H 1.32 0.52 5.85
H 2.09 -0.81 4.99
H 0.41 -0.95 5.50
H -1.75 -1.27 4.83
H -0.91 -2.83 4.98
H -2.65 -2.78 4.73
H -3.06 -0.53 2.27
H -3.84 -2.04 1.76
H -2.65 -1.27 0.72
H -0.39 -4.58 2.71
H -1.05 -4.33 1.09
H -2.11 -4.78 2.41
H 3.49 -0.38 1.30
H 4.70 -1.65 1.54
H 4.07 -0.75 2.92
H 2.48 -3.30 -0.20
H 1.76 -4.48 0.89
H 3.51 -4.26 0.87
H 2.94 -2.73 4.56
H 2.72 -4.28 3.76
H 1.31 -3.31 4.19
Cl -2.73 -2.90 -1.41
Si -0.75 -2.73 -1.72
Cl 0.10 -4.50 -1.23
Cl -0.35 -2.54 -3.70
```